[1]
Molecular formula: C23H19AuF5IN2O3S
Method: DFT, ωB97M-V/def2-TZVPD

<S²> = 2.03
Multiplicity = 3
HOMO (spin up / spin down) = -7.637 / -7.884 eV
Orbital gap (spin up / spin down) = 6.899 / 5.310 eV
Energy relative to the best compared isomer or geometry (same formula, charge and spin) = 2.8 kcal/mol

Last column: Mulliken spin population.
CARTESIAN COORDINATES (ANGSTROEM)
Au (0.15170, -0.15130, -0.31210)  0.476
C (-4.62890, -0.78960, 0.21650)  0.001
C (-4.16790, 0.58520, -0.11230)  0.015
N (-5.03210, 1.54800, -0.12380)  0.002
C (-4.65680, 2.80280, -0.38150)  0.007
C (-3.35910, 3.15850, -0.64890)  -0.001
C (-3.05220, 4.63360, -0.78980)  -0.002
O (-2.27900, 4.94560, -1.93890)  0.000
C (-2.34720, 2.14790, -0.63870)  -0.028
C (-1.00760, 2.57800, -0.84490)  -0.015
N (0.11730, 1.97260, -0.59430)  0.074
C (1.31870, 2.68500, -0.59820)  0.035
C (1.34020, 4.07970, -0.41330)  -0.005
C (2.51630, 4.79110, -0.30180)  0.000
C (3.73540, 4.13250, -0.32610)  -0.001
C (3.75270, 2.76160, -0.49910)  -0.004
C (2.56840, 2.05900, -0.65470)  -0.006
I (2.77990, -0.03940, -1.04990)  0.151
C (-2.75600, 0.79820, -0.38780)  0.003
O (-2.02230, -0.23170, -0.43350)  0.121
H (-5.70900, -0.79430, 0.31380)  0.000
H (-4.17940, -1.11230, 1.15320)  0.000
H (-4.30530, -1.48230, -0.55550)  0.000
H (-5.45250, 3.53590, -0.34280)  0.000
H (-2.50510, 4.95830, 0.11010)  0.000
H (-4.00270, 5.17160, -0.80410)  0.000
H (-2.67190, 5.68670, -2.40810)  0.000
H (-0.94520, 3.58170, -1.26060)  0.003
H (0.40730, 4.61870, -0.34080)  -0.001
H (2.47540, 5.86250, -0.17170)  0.000
H (4.66160, 4.67440, -0.21500)  0.000
H (4.69000, 2.22590, -0.51310)  -0.005
C (-0.54310, -4.04870, 1.16030)  0.023
C (-0.19140, -3.25170, -0.10840)  -0.009
C (0.68830, -4.13050, -1.02160)  0.005
O (0.49620, -2.12030, 0.23030)  0.180
H (-1.04470, -4.97270, 0.88760)  -0.002
H (-1.19490, -3.45300, 1.79210)  -0.001
H (0.36880, -4.27920, 1.70670)  0.000
H (-1.12760, -3.00880, -0.64320)  0.000
H (1.62220, -4.35350, -0.51010)  -0.001
H (0.91120, -3.59450, -1.94030)  0.000
H (0.17590, -5.05860, -1.25770)  0.000
F (-0.02820, -0.02150, 8.47660)  0.011
C (-0.00090, -0.02770, 7.14070)  0.130
C (0.91810, 0.76650, 6.45690)  -0.040
F (1.78280, 1.52470, 7.13950)  -0.004
C (0.92040, 0.77980, 5.07190)  0.100
F (1.79900, 1.55780, 4.42930)  0.009
C (0.00350, 0.02330, 4.32490)  -0.064
S (-0.07290, 0.20220, 2.61470)  0.787
C (-0.88700, -0.79580, 5.03670)  0.095
F (-1.76330, -1.55240, 4.36830)  0.008
C (-0.89660, -0.81930, 6.42370)  -0.044
F (-1.77560, -1.58510, 7.07860)  -0.004


[2]
Molecular formula: C5H7NO
Method: DFT, ωB97M-V/def2-TZVPD

SMILES = O=C1CC2(CC2)N1
HOMO = -9.412 eV
Orbital gap = 10.289 eV
Energy relative to the best compared isomer or geometry (same formula, charge and spin) = 49.3 kcal/mol

Last column: natural (NBO) charge in e.
CARTESIAN COORDINATES (ANGSTROEM)
C (1.16918, -1.50759, 0.41052)  0.681
C (1.52133, -0.12281, -0.13599)  -0.492
C (-1.15854, 0.66583, -0.99419)  -0.442
C (-0.98506, 1.25133, 0.41650)  -0.431
C (-0.08855, 0.14724, -0.06357)  0.124
N (-0.12102, -1.15695, 0.52809)  -0.609
O (1.83489, -2.45976, 0.70004)  -0.584
H (1.98236, 0.55649, 0.72681)  0.228
H (2.09924, 0.17202, -1.02375)  0.241
H (-1.98800, -0.05492, -0.99016)  0.207
H (-0.98359, 1.03434, -2.02495)  0.235
H (-0.59907, 2.26229, 0.64280)  0.226
H (-1.79799, 0.99312, 1.06269)  0.218
H (-0.88518, -1.78061, 0.74514)  0.400


[3]
Molecular formula: C6H10N2
Method: DFT, ωB97M-V/def2-TZVPD

SMILES = [H]/N=C1/NC[C@H](C)C1=C
HOMO = -8.215 eV
Orbital gap = 9.047 eV
Energy relative to the best compared isomer or geometry (same formula, charge and spin) = 116.3 kcal/mol

Last column: natural (NBO) charge in e.
CARTESIAN COORDINATES (ANGSTROEM)
C (-0.78805, 0.27418, 0.38205)  -0.179
C (-0.59670, 1.31255, -0.73664)  -0.216
C (-0.97734, 0.72469, 1.80542)  -0.625
N (0.31658, 0.54482, -1.60498)  -0.645
C (0.23426, -0.81786, -1.21734)  0.438
C (0.74905, -0.43788, 0.12506)  -0.076
C (1.88691, -1.12232, 0.27838)  -0.485
N (-0.27125, -1.85556, -1.75226)  -0.640
H (1.23730, 0.92243, -1.82709)  0.411
H (-1.60872, -0.41111, 0.13509)  0.226
H (-0.21913, -2.63277, -1.08413)  0.344
H (-0.10743, 2.23275, -0.39632)  0.203
H (-1.51938, 1.55445, -1.26992)  0.200
H (-1.48419, 1.69491, 1.86028)  0.214
H (-1.60045, -0.00550, 2.33745)  0.216
H (-0.03163, 0.78230, 2.35954)  0.226
H (2.02721, -2.13289, -0.10099)  0.199
H (2.75292, -0.62720, 0.70640)  0.189


[4]
Molecular formula: C21H18Cl4F6N2NiO10S4
Method: DFT, ωB97M-V/def2-TZVPD

Net charge = -2
<S²> = 2.00
Multiplicity = 3
HOMO (spin up / spin down) = -1.852 / -1.816 eV
Orbital gap (spin up / spin down) = 5.837 / 5.801 eV
Energy relative to the best compared isomer or geometry (same formula, charge and spin) = 24.5 kcal/mol

Last column: Mulliken spin population.
CARTESIAN COORDINATES (ANGSTROEM)
Ni (0.29636, 0.96358, 0.06615)  1.638
Cl (6.17709, 1.00428, 3.51913)  0.000
C (4.48379, 0.97688, 3.10704)  0.000
C (3.52237, 0.79343, 4.08829)  0.001
Cl (4.00016, 0.62251, 5.75502)  0.000
C (2.16795, 0.73634, 3.74002)  0.013
Cl (0.94219, 0.44782, 4.94443)  0.000
C (1.74518, 0.85818, 2.40860)  -0.013
O (0.50704, 0.72287, 2.04525)  0.073
C (2.73788, 1.09034, 1.42285)  -0.010
O (2.33768, 1.25254, 0.15781)  0.063
C (4.07354, 1.12543, 1.77181)  0.010
Cl (5.23818, 1.34405, 0.50423)  0.000
F (1.32601, 1.02442, -5.05149)  0.000
C (1.34333, 2.05645, -4.20215)  0.002
F (2.17017, 2.97909, -4.68371)  0.000
F (0.11956, 2.56397, -4.13341)  0.000
S (1.89382, 1.45981, -2.56253)  0.004
O (0.65291, 0.85447, -2.03661)  0.013
O (2.95427, 0.54600, -2.86788)  0.002
N (2.30482, 2.80742, -1.91025)  -0.001
S (1.88944, 3.36560, -0.44703)  -0.001
O (2.93683, 3.80159, 0.43131)  0.001
O (0.53931, 3.01382, 0.06345)  0.048
C (1.39953, 4.99844, -1.15270)  0.005
F (0.42629, 4.89448, -2.06618)  0.000
F (2.44304, 5.60357, -1.73207)  0.001
F (0.95953, 5.79601, -0.17630)  0.000
O (-2.05838, -1.16258, -0.81558)  0.002
C (-2.50141, -0.07479, -0.46162)  0.001
N (-1.76982, 0.97945, -0.01952)  0.056
S (-2.69837, 2.25320, 0.42408)  0.006
O (-2.55886, 3.33846, -0.50537)  -0.001
O (-2.56401, 2.53072, 1.82427)  0.000
C (-4.24450, 1.43945, 0.11684)  0.004
C (-5.53350, 1.89910, 0.30384)  -0.002
C (-6.57244, 1.03884, -0.03103)  0.000
C (-6.31147, -0.23742, -0.53632)  0.000
C (-5.00453, -0.67749, -0.71202)  -0.001
C (-3.97971, 0.18484, -0.37744)  0.000
H (-5.72239, 2.89086, 0.70033)  0.000
H (-7.59818, 1.36168, 0.10699)  0.000
H (-7.13846, -0.88934, -0.79278)  0.000
H (-4.77593, -1.66336, -1.10044)  0.000
C (-0.90421, -4.13972, 2.87335)  0.001
C (-0.00483, -3.57136, 1.77725)  0.000
C (-0.53068, -2.23335, 1.29231)  0.005
S (0.65523, -1.43443, 0.19643)  0.058
O (2.00915, -1.72578, 0.74721)  0.008
C (0.46467, -2.41582, -1.33318)  0.011
C (1.74687, -3.16445, -1.65816)  0.000
C (1.54659, -4.05183, -2.88490)  0.000
H (-0.52144, -5.09591, 3.24065)  0.000
H (-1.92431, -4.30105, 2.50922)  0.000
H (-0.95878, -3.44911, 3.71975)  0.000
H (0.05407, -4.27809, 0.94116)  0.000
H (1.01020, -3.43265, 2.14825)  0.000
H (-0.63464, -1.51380, 2.11177)  0.001
H (-1.47704, -2.30794, 0.74974)  -0.001
H (0.21972, -1.68371, -2.10376)  0.001
H (-0.39641, -3.07676, -1.21121)  0.000
H (2.06303, -3.75783, -0.79932)  0.000
H (2.54465, -2.44276, -1.84012)  0.000
H (0.74551, -4.78093, -2.71921)  0.000
H (2.46057, -4.60262, -3.12273)  0.000
H (1.27579, -3.45509, -3.76186)  0.000


[5]
Molecular formula: C6H15NP
Method: DFT, ωB97M-V/def2-TZVPD

Net charge = +1
HOMO (spin up / spin down) = -11.518 / -11.519 eV
Orbital gap (spin up / spin down) = 8.074 / 8.074 eV
Energy relative to the best compared isomer or geometry (same formula, charge and spin) = 62.6 kcal/mol

Last column: natural (NBO) charge in e.
CARTESIAN COORDINATES (ANGSTROEM)
C (-2.09214, -0.53038, -0.84753)  0.419
C (-4.08545, -0.39163, 0.63742)  -0.466
C (1.12825, 1.89713, -0.33663)  -0.980
C (2.93727, 0.20130, 0.83665)  -0.990
C (1.64270, -1.07431, -1.41243)  -0.894
C (-0.09760, -0.32385, 0.81432)  -1.115
N (-3.05499, -0.45305, -0.23621)  -0.255
P (1.32769, 0.11973, -0.01051)  1.530
H (-1.79214, -0.82431, -1.80715)  0.230
H (-3.87938, -0.81140, 1.59602)  0.252
H (-4.97073, -0.89159, 0.27907)  0.255
H (-4.45787, 0.63871, 0.68094)  0.263
H (0.77799, 2.47797, 0.49491)  0.269
H (0.36501, 2.15614, -1.09147)  0.253
H (1.99223, 2.44285, -0.68001)  0.261
H (2.95662, 0.32764, 1.89320)  0.272
H (3.58932, 0.81473, 0.29027)  0.250
H (3.41771, -0.80495, 0.84094)  0.253
H (0.78381, -1.14633, -2.09147)  0.242
H (1.59117, -2.03847, -0.71831)  0.251
H (2.56271, -1.09549, -1.81346)  0.245
H (-0.46616, 0.49774, 1.36264)  0.231
H (-0.17601, -1.18818, 1.31880)  0.226


[6]
Molecular formula: C4H6OS
Method: DFT, ωB97M-V/def2-TZVPD

HOMO (spin up / spin down) = -8.322 / -7.699 eV
Orbital gap (spin up / spin down) = 8.303 / 7.846 eV
Energy relative to the best compared isomer or geometry (same formula, charge and spin) = 141.0 kcal/mol

Last column: natural (NBO) charge in e.
CARTESIAN COORDINATES (ANGSTROEM)
C (0.21830, -2.41820, -0.38543)  -0.167
C (0.47716, -1.24283, -0.32638)  -0.107
C (-1.55979, 1.04876, 0.16806)  -0.597
C (0.68924, 0.08862, 0.14288)  0.123
O (0.89254, 0.10064, 1.51354)  -0.665
S (1.84383, 1.12067, -0.81664)  -0.032
H (0.19794, -3.46298, -0.54265)  0.238
H (-1.78459, -0.01723, 0.25520)  0.187
H (-1.87377, 1.56523, 1.18085)  0.187
H (-1.88670, 1.60045, -0.71126)  0.184
H (1.18725, 0.96056, 1.69581)  0.474
H (1.59859, 0.65632, -2.17397)  0.176